Record 1
Here is a molecular structure, C41H32GeN5O2Tl from the Open Molecules 2025 dataset. Energies are from wB97M-V/def2-TZVPD.

```
82
Properties=species:S:1:pos:R:3:forces:R:3:mulliken_charge:R:1
C -4.003 2.130 2.243 -0.01 0.04 0.03 -0.415
H -0.839 5.748 0.098 -0.01 0.00 -0.02 0.471
C -4.656 3.112 2.979 0.00 -0.02 -0.02 -0.672
H -7.778 2.738 1.725 0.00 0.00 0.00 0.392
N 0.188 2.588 -0.248 -0.13 0.10 -0.26 -0.590
C 1.519 2.788 -0.397 -0.10 -0.10 -0.03 0.409
C 2.071 4.081 -0.467 -0.05 0.04 0.20 0.839
H -6.524 4.092 3.370 0.00 0.00 0.00 0.378
H -1.708 -1.004 1.247 -0.03 0.00 -0.06 0.431
H -0.778 7.287 -6.082 -0.01 0.01 0.00 0.387
C 2.750 5.989 -2.608 0.22 0.23 0.02 -0.099
O -0.156 5.394 -5.493 -0.03 -0.04 0.06 -0.440
H 1.956 7.945 -2.344 0.01 0.01 -0.01 0.439
O 1.780 0.412 -0.382 0.10 -0.11 -0.39 -0.784
H 1.652 3.740 -4.894 0.00 -0.01 -0.01 0.459
H -5.396 -0.537 -4.530 0.00 0.00 0.00 0.398
H 0.165 7.660 -4.014 -0.01 0.00 0.00 0.427
C -3.398 1.670 -2.091 0.01 -0.04 -0.04 0.145
N 0.587 -2.383 0.018 0.09 0.01 -0.01 -0.089
C -1.927 -0.001 0.850 -0.08 -0.12 -0.28 -1.240
C -5.539 -4.335 1.083 0.00 -0.01 0.00 -0.536
N -1.636 -6.506 0.925 -0.02 -0.03 -0.02 -0.491
C 0.775 5.657 -4.538 -0.02 0.01 -0.07 0.862
H 1.572 6.172 -0.229 -0.02 -0.05 0.01 0.601
C 4.248 3.080 -0.605 0.03 -0.09 -0.05 -0.503
H -1.306 -3.090 0.416 -0.02 0.00 -0.02 0.267
C -6.014 3.329 2.796 -0.01 0.02 0.02 -0.410
H -5.900 -5.334 1.293 0.00 0.00 0.00 0.385
H -3.355 -2.715 -0.924 0.01 0.02 0.00 0.693
C -4.255 1.262 -4.296 0.01 0.02 -0.03 -0.460
C -6.063 1.591 1.138 0.02 0.04 0.01 -0.047
H -1.707 6.555 -4.747 -0.02 0.00 0.00 0.359
C -4.698 1.357 1.315 -0.15 0.06 0.03 -0.108
H -1.674 3.389 0.020 -0.01 -0.01 0.02 0.643
H 1.814 -6.028 0.333 0.00 0.00 0.00 0.496
C -3.536 2.059 -3.414 0.02 -0.01 0.00 -0.875
C 1.184 5.162 -0.260 0.03 0.09 -0.01 -0.447
C 0.135 -4.689 0.413 -0.11 -0.08 0.02 0.059
H -6.624 1.010 0.412 0.00 -0.01 0.00 0.425
C 0.855 6.849 -3.831 0.05 -0.02 0.05 -0.389
C 1.712 4.647 -4.307 -0.02 0.04 0.02 -0.720
C -4.687 -0.301 -2.518 0.01 0.04 -0.04 -0.401
C 2.688 4.809 -3.349 0.05 -0.03 -0.06 -0.042
C 3.472 4.206 -0.652 0.31 0.03 0.07 -0.118
H -4.367 1.561 -5.330 0.00 0.00 0.00 0.371
H -6.787 -3.404 2.555 0.00 0.00 0.00 0.411
C -5.561 -1.971 1.530 -0.01 -0.02 0.01 -0.470
C -1.180 6.352 -5.683 0.03 0.02 0.00 -0.920
H -2.841 2.307 -1.413 -0.01 0.01 0.02 0.255
H -5.145 -1.224 -2.180 -0.02 0.00 0.00 0.369
H -4.181 -4.982 -0.447 0.01 0.00 0.00 0.439
C -0.847 -5.703 0.697 0.11 0.10 0.01 0.009
H 4.345 0.920 -0.521 0.01 0.02 -0.03 0.478
Tl -0.382 0.177 -0.624 0.01 0.07 0.94 1.370
H 3.417 -4.173 -0.169 0.00 -0.01 0.01 0.410
C 1.479 -5.003 0.245 -0.01 -0.03 0.00 -0.254
C 2.332 1.598 -0.457 0.02 0.19 0.01 0.820
H -1.872 5.923 -6.401 0.01 -0.01 -0.01 0.238
H 3.405 4.018 -3.177 -0.01 0.01 -0.02 0.461
C 1.863 7.011 -2.886 -0.07 0.03 -0.04 -0.556
Ge -3.789 -0.001 0.256 0.35 -0.05 0.09 1.566
C -6.719 2.568 1.873 0.00 -0.01 -0.01 -0.703
C -3.963 0.483 -1.623 -0.17 0.06 -0.15 -0.229
H -5.951 -1.136 2.101 0.01 0.01 0.00 0.339
C 1.878 -2.682 -0.138 -0.07 -0.06 0.08 -0.219
H 5.322 3.207 -0.672 0.00 -0.04 0.00 0.395
C -6.035 -3.252 1.791 0.00 0.02 0.00 -0.621
C -4.831 0.085 -3.847 0.01 -0.04 0.03 -0.667
N 3.790 6.292 -1.647 -0.17 -0.04 -0.35 -0.397
H 2.525 -1.838 -0.341 0.02 0.00 -0.03 0.423
C 2.363 -3.978 -0.033 0.06 0.06 -0.02 -0.809
C 3.699 1.788 -0.533 0.03 0.02 0.02 -0.844
H -2.941 1.964 2.390 0.01 -0.03 -0.02 0.382
C -0.620 3.609 -0.110 0.12 0.08 0.10 -0.106
C -4.573 -4.137 0.105 -0.01 0.01 -0.01 -0.793
N 4.162 5.463 -0.809 -0.27 -0.23 0.25 -0.604
C -0.150 4.934 -0.078 -0.02 -0.08 0.02 -1.340
C -0.264 -3.362 0.290 -0.02 0.04 -0.02 0.141
H -3.088 2.983 -3.758 0.01 0.00 0.00 0.581
C -4.107 -2.856 -0.152 -0.02 -0.02 0.00 -0.258
H -4.105 3.705 3.698 0.01 0.00 0.00 0.407
C -4.589 -1.753 0.557 -0.08 -0.09 0.01 -0.165
```
Forces are in eV/Å.

- Energy: -115786.3728 eV


Record 2
Here is a molecular structure, C41H32KN8PS from the Open Molecules 2025 dataset. Energies are from wB97M-V/def2-TZVPD.

```
84
Properties=species:S:1:pos:R:3:forces:R:3:mulliken_charge:R:1
N 0.733 2.754 -1.909 -0.09 0.04 -0.04 0.208
C -4.031 -1.634 -0.865 0.06 0.09 0.04 0.461
C -4.290 3.786 1.064 -0.03 -0.02 -0.02 -0.530
C -4.825 -2.774 -0.970 -0.02 -0.04 -0.12 -0.808
C -3.286 -2.237 1.211 -0.01 -0.03 -0.08 -0.361
H -0.679 4.830 -4.139 -0.04 -0.02 0.03 0.454
H -1.162 2.834 -2.714 0.00 0.01 -0.06 0.430
H -4.611 2.434 -2.902 -0.01 -0.02 -0.01 0.389
H 1.427 -5.442 1.201 0.00 -0.01 0.01 0.350
C 3.410 1.419 0.827 0.02 -0.02 -0.06 -0.007
C 2.953 2.805 -0.935 -0.01 0.01 0.08 0.338
C 0.069 4.421 -3.471 0.06 0.02 0.00 -0.743
N -3.292 -1.365 0.204 0.00 0.13 0.00 -0.005
H 5.283 1.678 1.832 0.01 0.00 -0.02 0.873
C 7.523 2.834 0.816 0.03 -0.10 -0.02 -0.567
H -2.650 -1.983 2.044 0.06 -0.03 0.06 0.265
H -2.238 4.390 1.238 0.00 -0.01 -0.01 0.452
C 0.107 -4.072 2.182 0.08 0.14 0.08 0.352
C -4.700 1.849 -0.306 -0.03 0.03 0.03 -0.317
H 3.078 5.065 -2.522 0.00 -0.02 -0.02 0.397
C 2.282 -1.697 3.307 -0.06 -0.03 -0.01 -0.203
H 8.278 6.292 -0.527 -0.01 0.00 0.01 0.368
H 0.313 -0.812 3.180 -0.01 -0.13 -0.10 0.315
C -2.171 1.298 -5.673 0.00 0.01 0.01 -0.682
C 1.335 -0.772 2.831 0.09 0.25 0.25 -0.007
S 0.311 -2.817 0.978 -0.16 0.07 -0.32 -0.452
K 0.220 0.205 -0.173 -0.13 -0.33 -0.07 0.962
C 8.767 3.437 0.916 0.03 0.09 -0.04 -0.380
C 2.147 4.521 -2.598 0.00 0.02 -0.04 -0.547
H -1.483 0.982 -6.447 0.00 0.00 0.02 0.419
C -5.171 2.861 0.518 0.01 -0.02 -0.01 -0.658
C 4.243 3.319 -0.915 0.06 -0.01 -0.09 -0.840
H -0.284 -6.897 4.858 0.00 0.02 0.00 0.375
C -2.933 3.686 0.798 0.02 0.00 0.01 -0.833
C -2.025 0.822 -4.377 -0.02 0.01 0.03 -0.060
H -4.887 3.264 -5.206 0.03 0.01 0.01 0.421
C 6.765 4.788 -0.293 -0.05 0.06 0.01 -0.584
H 9.589 2.917 1.396 -0.02 -0.02 -0.01 0.371
C 5.125 2.926 0.086 0.01 0.02 -0.02 0.735
C -0.187 3.299 -2.698 0.03 -0.07 0.05 -0.091
C -2.462 2.670 -0.023 -0.01 -0.06 0.00 0.035
H -3.965 -4.100 2.025 0.01 0.04 0.00 0.436
H -5.386 1.118 -0.717 0.02 0.01 -0.01 0.464
N 3.548 -1.634 2.967 0.05 0.10 -0.06 -0.605
H -1.217 0.137 -4.139 0.00 0.00 -0.02 0.369
C 4.675 1.977 0.990 0.00 -0.04 0.04 -0.896
C -0.837 -4.902 4.271 -0.01 0.05 -0.02 -0.648
H 4.570 4.004 -1.683 0.00 0.05 0.07 0.600
H -1.468 -4.735 5.137 0.02 0.01 -0.02 0.380
H 1.973 -2.512 3.952 -0.03 0.03 0.00 0.479
C -4.079 2.582 -4.973 0.01 0.00 0.01 -0.710
C 0.644 -6.294 3.012 0.00 0.06 -0.04 -0.420
C 1.921 3.359 -1.860 -0.03 -0.01 0.00 0.215
C -2.898 1.221 -3.364 -0.01 -0.15 0.07 -0.571
C -3.931 2.104 -3.678 0.05 0.05 0.01 0.149
C -3.197 2.183 -5.970 0.01 0.00 0.02 -0.455
C -0.695 -3.897 3.321 0.11 -0.12 -0.03 -0.361
H -3.309 2.566 -6.977 -0.01 -0.02 0.01 0.401
N -3.956 -0.652 -1.856 0.22 -0.13 0.38 -0.192
H 4.926 -0.584 1.840 -0.02 -0.02 -0.04 0.567
P -2.640 0.465 -1.694 -0.37 0.14 -0.49 0.329
C -4.021 -3.406 1.198 0.01 -0.03 0.06 -0.510
C 6.482 3.518 0.199 -0.03 0.01 -0.01 0.802
N 1.240 5.041 -3.415 0.04 0.01 0.00 -0.621
N 1.672 0.244 2.055 0.40 -0.05 0.35 -0.557
C -4.804 -3.669 0.082 -0.02 0.00 -0.06 -0.414
N 9.040 4.652 0.445 -0.06 -0.02 -0.02 -0.626
H 7.388 1.831 1.197 -0.01 0.01 0.00 0.443
N 2.555 1.842 -0.103 0.04 0.07 0.04 -0.148
H -5.420 -2.952 -1.857 0.00 -0.01 0.02 0.409
H -6.230 2.925 0.738 0.02 0.00 0.01 0.405
C 8.044 5.303 -0.150 0.06 -0.06 0.04 -0.374
H -4.248 -0.908 -2.785 -0.05 0.05 -0.05 0.254
C 0.787 -5.295 2.062 -0.08 -0.05 0.06 -0.494
C -3.343 1.755 -0.600 0.01 0.01 0.00 0.792
H -1.391 2.592 -0.201 -0.08 0.04 -0.06 -0.036
H 1.182 -7.228 2.892 0.00 0.01 -0.03 0.345
H -1.202 -2.952 3.463 -0.07 0.05 -0.01 0.129
C 2.973 0.304 1.702 -0.09 0.01 0.05 0.365
C 3.886 -0.631 2.141 0.00 -0.09 0.16 -0.761
C -0.174 -6.111 4.121 0.01 -0.02 0.01 -0.479
H 5.999 5.393 -0.758 0.01 -0.01 0.00 0.462
H -5.392 -4.577 0.030 -0.01 0.01 -0.01 0.403
H -4.661 4.576 1.705 0.01 -0.01 0.00 0.389
```
Forces are in eV/Å.

- Energy: -91407.9317 eV


Record 3
Here is a molecular structure, C41H33F6N4O6S2Sb2Sn in a non-equilibrium geometry from the Open Molecules 2025 dataset. Energies are from wB97M-V/def2-TZVPD.

```
95
Properties=species:S:1:pos:R:3:forces:R:3:mulliken_charge:R:1
H -3.329 1.746 1.035 -0.03 0.02 0.34 0.320
H -2.617 6.269 -1.037 0.20 0.16 0.10 0.443
Sn 1.443 -2.190 0.308 -0.43 0.41 0.71 0.941
C -2.995 1.837 2.073 0.13 -0.21 0.21 -0.505
N -0.583 -2.464 1.772 0.29 0.08 0.28 0.184
C 0.003 -4.799 1.597 1.22 -0.18 -1.15 0.114
C 3.121 1.170 -4.784 1.71 2.32 -0.87 0.760
C 0.415 -7.159 1.221 0.00 -0.01 -0.62 -0.311
C -0.134 -6.130 2.039 0.42 0.49 -0.66 0.593
F 5.081 -3.815 -2.457 -1.05 0.91 0.09 -0.204
C -0.460 3.776 -3.940 0.25 0.45 0.41 -0.826
C -1.216 -1.446 2.368 0.02 -0.75 -0.74 -0.139
C -1.531 4.588 -0.292 0.27 0.24 0.27 -0.455
H -2.038 -5.524 4.864 0.34 0.24 -0.45 0.616
H -2.269 1.552 -2.097 0.06 0.04 0.14 0.153
H 3.694 1.837 -1.074 -0.06 -0.41 0.32 0.706
H 0.766 7.105 1.554 -0.24 -0.13 -0.15 0.420
H -1.284 3.787 -4.645 0.16 0.16 -0.04 0.487
F 3.376 2.100 -3.818 -0.61 -1.58 -0.45 -0.134
C 1.281 4.887 -2.672 0.15 -0.37 0.10 -0.718
H 1.566 -7.596 -0.588 -0.45 0.43 0.49 0.408
C -0.631 -3.718 2.291 -1.49 1.14 0.93 -0.576
Sb 1.253 0.572 -1.407 -1.90 -0.03 0.78 0.147
C 1.119 -6.827 0.064 -0.10 -0.65 0.55 -1.038
O 3.753 -1.933 -0.733 0.56 0.98 -2.63 -0.727
C -3.496 2.012 4.444 0.32 0.00 -0.53 -0.646
C 1.676 3.653 -2.130 -0.48 -0.20 -0.02 -0.351
H -2.594 -0.748 3.907 0.37 -0.32 -0.23 0.283
C -0.459 4.134 0.483 -0.33 -0.29 -0.25 1.246
H -1.136 7.950 0.138 0.11 -0.26 0.04 0.408
C -3.578 -0.128 -1.930 0.30 0.20 0.01 -0.601
H -0.432 -2.300 -1.720 0.00 0.10 0.31 0.791
O 1.904 -2.743 -1.973 1.94 0.58 -0.92 -0.503
C -2.549 -2.234 -1.439 -0.35 0.41 -0.60 -0.967
C -2.111 -2.864 4.066 0.02 0.60 -0.48 -0.941
C 4.318 -3.012 -3.243 2.49 -1.80 -1.55 0.448
C 0.112 6.406 1.030 -0.15 0.44 -0.35 -0.654
H 1.845 5.784 -2.392 -0.29 -0.33 -0.21 0.454
C -0.089 2.556 -3.387 0.21 -0.07 0.14 -1.118
H -4.449 0.484 -2.166 0.12 -0.20 0.11 0.439
H -4.692 -1.958 -1.592 0.20 0.10 -0.03 0.393
H 3.596 0.367 -0.008 -0.11 0.48 -0.17 0.580
C -2.310 0.481 -1.902 -0.72 -0.20 0.18 -0.223
F 5.200 -2.309 -3.999 -1.38 0.25 1.19 -0.186
C -0.941 6.882 0.228 -0.01 -0.67 0.05 -0.635
C -2.113 2.084 4.710 -0.47 0.02 0.03 -0.675
C -1.174 2.001 3.683 -0.06 0.00 -0.57 -0.420
C 0.935 2.488 -2.426 0.17 0.03 -0.54 2.255
F 3.680 -3.834 -4.093 -0.42 1.11 1.18 -0.175
N 2.953 -0.592 -2.810 2.11 -0.07 0.52 -0.563
H -4.984 1.829 2.870 0.10 0.05 0.16 0.428
O 0.882 -0.131 -3.947 1.43 0.25 -0.68 -0.583
N -0.950 -7.553 3.888 -0.89 -3.85 2.73 0.988
C 1.303 -5.485 -0.267 -0.82 0.94 0.89 -0.061
O 2.532 -1.457 -5.190 0.60 1.01 0.60 -0.580
O -0.368 -8.576 3.418 -1.49 2.79 1.21 -0.600
Sb -0.292 1.996 0.645 0.98 0.78 1.83 0.390
C -1.425 -3.946 3.471 0.84 0.63 -1.21 0.913
H 1.828 -5.189 -1.172 0.02 0.06 0.25 0.521
F 4.333 0.873 -5.300 -1.05 -0.39 0.29 -0.231
C 1.655 1.758 1.782 -1.38 0.05 -0.48 -0.956
H 3.688 2.328 1.447 0.03 0.06 0.10 0.580
F 2.399 1.800 -5.728 0.16 -1.09 0.77 -0.210
C 2.772 2.204 0.860 0.58 0.67 0.05 -0.407
H -2.726 -3.049 4.943 0.12 0.04 -0.13 0.480
C -1.150 -0.246 -1.653 0.29 -0.17 -1.15 1.173
C -3.712 -1.489 -1.649 0.34 0.16 0.33 -0.759
C -1.627 1.874 2.351 0.09 0.10 0.10 0.796
H -4.246 2.069 5.240 0.45 0.00 -0.21 0.402
C -0.837 -6.285 3.262 -1.22 1.55 1.12 -0.620
H 2.527 3.208 0.477 0.14 -0.23 0.19 -0.107
S 3.197 -1.952 -2.103 -1.76 -2.66 1.18 0.482
C -1.305 -1.639 -1.619 0.54 0.78 0.83 -1.000
H -2.597 -3.281 -1.225 -0.15 -0.55 -0.09 0.553
H -0.094 2.063 3.900 -0.78 -0.05 -0.02 0.223
H 1.742 0.690 2.026 -0.09 0.14 0.11 0.259
H -1.138 -0.488 1.854 -0.01 -0.26 0.24 0.178
C 0.198 4.957 -3.553 0.05 -0.28 -0.01 -0.745
C -2.031 -1.595 3.497 -0.05 -0.67 0.51 -0.563
S 2.284 -0.408 -4.243 -2.61 -1.08 -0.95 0.861
N 0.766 -4.495 0.475 -0.49 -0.69 -0.22 0.343
H -1.772 2.237 5.731 -0.05 -0.11 -0.13 0.420
H 0.196 -8.196 1.496 0.43 0.57 -0.26 0.551
H 1.199 4.677 1.747 -0.36 0.30 -0.20 0.203
C 0.359 5.044 1.141 0.28 -0.30 0.18 -0.450
C 3.090 1.296 -0.323 -0.56 0.17 0.01 -1.129
H -0.562 1.647 -3.764 0.03 0.29 0.41 0.489
O -1.652 -7.600 4.953 2.02 -0.31 -2.95 -0.604
C -1.767 5.959 -0.434 0.25 -0.19 0.36 -0.591
H -2.195 3.860 -0.753 0.04 0.20 -0.15 0.266
C -1.484 -5.254 3.959 0.71 -1.93 -0.60 -0.300
H 2.572 3.609 -1.497 -0.55 0.06 -0.25 0.217
H -0.102 5.927 -3.963 0.06 -0.39 0.13 0.396
H 1.542 2.335 2.708 0.39 -0.08 -0.26 0.618
C -3.928 1.885 3.117 0.32 0.00 0.08 -0.529
```
Forces are in eV/Å.

- Energy: -118164.5458 eV
- Net charge: +1


> Which of these has the lowest energy?

C41H33F6N4O6S2Sb2Sn